Record 1
DFT (the ωB97M-V functional and the def2-TZVPD basis) results for a structure of composition H3O5PS at a distorted geometry.

XYZ file:
```
10
Properties=species:S:1:pos:R:3
O -0.697 1.372 -2.135
O 0.767 0.762 -0.305
O -1.304 0.147 1.238
O -0.468 -1.061 -1.593
O 0.773 -0.943 2.159
P 0.037 0.465 1.874
S -0.872 0.462 -1.056
H 1.013 1.699 -0.554
H 0.482 -1.101 -1.729
H 0.269 -1.802 2.102
```

HOMO level   -10.08 eV
Frontier orbital gap   10.377 eV

***

Record 2
DFT (the ωB97M-V functional and the def2-TZVPD basis) results for a cluster of 2 separate species, C4H12 in total at a distorted geometry.

XYZ file:
```
16
Properties=species:S:1:pos:R:3
C -2.484 -0.524 1.192
C -1.081 0.047 0.830
H -2.662 -0.170 2.194
H -3.174 -0.062 0.508
H -2.457 -1.617 1.167
H -1.183 0.777 -0.054
H -0.548 0.662 1.556
H -0.459 -0.629 0.256
C 1.732 0.765 -0.491
C 1.836 -0.454 -1.416
H 0.886 1.310 -0.908
H 1.745 0.537 0.549
H 2.495 1.569 -0.491
H 1.859 -0.141 -2.451
H 2.637 -1.161 -1.157
H 0.859 -0.909 -1.283
```

HOMO level   -11.20 eV
Frontier orbital gap   12.292 eV

***

Record 3
DFT (the ωB97M-V functional and the def2-TZVPD basis) results for a structure of composition C6H15BrMnNO6S at a distorted geometry.

XYZ file:
```
31
Properties=species:S:1:pos:R:3
Mn -1.026 -0.516 0.566
Br -1.571 -2.810 1.603
S -3.172 0.804 1.443
O -4.364 0.284 2.154
O -2.966 0.094 0.195
O -3.298 2.221 1.179
O -1.919 0.479 2.114
C 1.840 -1.385 1.881
O 0.990 -0.493 1.211
C 1.720 0.656 0.619
C 0.744 1.870 0.420
N -0.491 1.422 -0.307
C -0.390 1.334 -1.756
C 0.393 0.039 -2.213
O -0.220 -1.043 -1.422
C 0.399 -2.340 -1.648
H 2.092 -2.174 1.173
H 1.395 -1.827 2.773
H 2.724 -0.810 2.154
H 2.252 0.469 -0.314
H 2.406 1.033 1.377
H 1.152 2.749 -0.079
H 0.545 2.310 1.398
H -1.241 2.059 -0.080
H -0.116 2.330 -2.105
H -1.448 1.131 -1.919
H 1.457 0.255 -2.110
H 0.191 -0.085 -3.277
H 0.481 -2.722 -2.666
H 0.016 -3.160 -1.041
H 1.426 -2.174 -1.322
```

2S+1   7
HOMO level (spin up / spin down)   -7.88 / -8.38 eV
⟨S²⟩   12.014
Frontier orbital gap (spin up / spin down)   8.077 / 4.524 eV

***

Record 4
DFT (the ωB97M-V functional and the def2-TZVPD basis) results for an isolated molecule of C23H24N2O4S at a distorted geometry.

XYZ file:
```
54
Properties=species:S:1:pos:R:3
C -6.847 -1.010 0.701
O -5.767 -0.669 -0.136
C -4.589 -1.320 0.027
C -4.421 -2.492 0.755
C -3.174 -3.089 0.843
C -2.079 -2.532 0.211
C -2.232 -1.356 -0.507
C -3.472 -0.751 -0.608
N -3.572 0.500 -1.262
C -4.394 0.610 -2.446
S -3.566 1.770 -0.162
O -4.086 2.935 -0.813
O -4.111 1.381 1.109
C -1.792 1.929 0.028
C -1.170 1.325 1.103
C 0.210 1.372 1.207
C 0.958 2.027 0.232
C 2.452 2.129 0.294
O 3.051 3.099 -0.124
N 3.066 1.060 0.848
C 4.508 0.962 0.973
C 4.894 0.694 2.429
C 5.060 -0.109 0.058
C 6.047 0.200 -0.867
C 6.564 -0.778 -1.699
C 6.095 -2.078 -1.619
C 5.106 -2.394 -0.703
C 4.594 -1.417 0.131
C 0.311 2.656 -0.829
C -1.066 2.599 -0.939
H -7.228 -2.012 0.477
H -7.621 -0.274 0.492
H -6.563 -0.947 1.754
H -5.257 -2.942 1.266
H -3.065 -3.998 1.415
H -1.110 -3.001 0.281
H -1.390 -0.890 -0.995
H -3.879 0.134 -3.282
H -5.378 0.154 -2.312
H -4.518 1.672 -2.644
H -1.780 0.835 1.845
H 0.693 0.925 2.064
H 2.525 0.247 1.094
H 4.895 1.938 0.664
H 4.493 -0.260 2.764
H 5.976 0.664 2.523
H 4.507 1.484 3.069
H 6.411 1.214 -0.936
H 7.333 -0.524 -2.413
H 6.496 -2.841 -2.268
H 4.735 -3.406 -0.636
H 3.826 -1.682 0.846
H 0.909 3.184 -1.556
H -1.593 3.074 -1.750
```

HOMO level   -8.80 eV
Frontier orbital gap   9.108 eV

***

Record 5
DFT (the ωB97M-V functional and the def2-TZVPD basis) results for a structure of composition C32H80N2NiO10 at a distorted geometry.

XYZ file:
```
125
Properties=species:S:1:pos:R:3
Ni 0.081 0.342 0.024
C -4.367 1.077 -1.960
C -4.371 -0.409 -1.390
C -5.356 -1.183 -2.411
C -5.351 -2.655 -2.175
C -3.904 -3.106 -2.307
C -2.916 -2.507 -1.341
N -3.010 -1.033 -1.423
O -1.961 -0.326 -0.690
C -1.528 -3.014 -1.992
C -3.218 -3.116 0.032
C -5.045 -0.464 0.031
H -5.385 1.451 -1.849
H -4.053 1.191 -2.997
H -3.731 1.710 -1.342
H -5.073 -1.057 -3.456
H -6.378 -0.861 -2.211
H -5.941 -3.183 -2.923
H -5.770 -2.919 -1.204
H -3.582 -3.036 -3.346
H -3.948 -4.161 -2.035
H -1.482 -4.103 -1.964
H -0.688 -2.786 -1.335
H -1.215 -2.541 -2.924
H -4.273 -3.315 0.219
H -2.889 -2.406 0.791
H -2.748 -4.091 0.164
H -5.498 -1.434 0.234
H -5.894 0.220 0.009
H -4.347 -0.035 0.750
C 3.607 2.650 -1.281
C 4.157 1.766 -0.103
C 5.428 2.659 0.309
C 6.043 2.228 1.685
C 5.015 2.017 2.797
C 3.805 1.061 2.392
N 3.332 1.464 1.057
O 2.055 0.845 0.745
C 2.789 1.364 3.541
C 4.231 -0.452 2.563
C 4.698 0.395 -0.735
H 4.379 2.842 -2.026
H 3.338 3.681 -1.049
H 2.862 2.046 -1.800
H 5.320 3.742 0.365
H 6.186 2.483 -0.454
H 6.774 2.976 1.992
H 6.793 1.477 1.437
H 4.568 2.986 3.014
H 5.557 1.822 3.722
H 2.444 2.398 3.542
H 3.218 0.967 4.461
H 1.925 0.706 3.449
H 4.516 -0.799 3.556
H 5.181 -0.628 2.058
H 3.589 -1.217 2.127
H 5.281 -0.155 0.004
H 5.256 0.737 -1.606
H 3.835 -0.143 -1.127
C -0.567 1.502 -5.369
C -1.582 0.547 -4.773
C -1.511 -0.905 -5.363
O -1.421 0.516 -3.331
H 0.359 1.013 -5.672
H -0.311 2.359 -4.747
H -0.875 1.873 -6.346
H -2.586 0.899 -5.014
H -2.460 -1.332 -5.038
H -0.652 -1.430 -4.945
H -1.278 -1.052 -6.418
H -2.031 -0.034 -2.835
C -0.982 -2.389 6.475
C -1.406 -2.695 5.074
C -2.659 -3.555 4.975
O -1.584 -1.505 4.272
H -1.665 -1.857 7.137
H -0.120 -1.726 6.396
H -0.710 -3.384 6.827
H -0.610 -3.148 4.482
H -2.879 -3.789 3.934
H -3.450 -2.987 5.466
H -2.385 -4.389 5.622
H -2.296 -0.984 4.651
C -1.483 4.304 -0.765
C -0.693 3.180 -1.341
C 0.424 3.592 -2.255
O -0.174 2.353 -0.400
H -0.846 4.867 -0.083
H -2.390 3.980 -0.254
H -1.722 4.889 -1.653
H -1.359 2.548 -1.928
H 0.978 4.404 -1.785
H 0.007 4.076 -3.138
H 1.098 2.753 -2.428
H 0.204 2.955 0.245
C 1.970 4.688 1.668
O 1.236 3.576 1.384
H 1.414 5.622 1.587
H 2.345 4.552 2.682
H 2.857 4.779 1.041
H 1.783 2.809 1.569
C 1.675 -0.764 -2.924
O 0.756 -0.195 -1.939
H 2.444 -0.052 -3.225
H 2.147 -1.634 -2.467
H 1.208 -1.108 -3.847
H -0.039 0.069 -2.408
C 0.820 -2.036 1.878
O 0.389 -1.592 0.580
H 1.279 -1.193 2.395
H -0.090 -2.327 2.401
H 1.417 -2.947 1.916
H 0.470 -2.288 -0.077
C -1.215 1.675 2.920
O -0.903 0.764 1.895
H -0.749 2.644 2.742
H -2.299 1.792 2.950
H -0.831 1.243 3.845
H -1.211 -0.114 2.131
C 2.457 -4.577 -0.387
O 1.080 -4.161 -0.476
H 2.607 -4.766 0.676
H 2.606 -5.464 -1.003
H 3.059 -3.732 -0.723
H 0.591 -4.885 -0.077
```

2S+1   3
HOMO level (spin up / spin down)   -6.06 / -6.02 eV
⟨S²⟩   2.003
Frontier orbital gap (spin up / spin down)   6.451 / 6.413 eV

***

Record 6
DFT (the ωB97M-V functional and the def2-TZVPD basis) results for the ion C7H10ClN4O3S with charge +1 at a distorted geometry.

XYZ file:
```
26
Properties=species:S:1:pos:R:3
C -2.986 -1.148 -1.946
C -2.845 0.391 -1.850
O -1.532 0.710 -1.234
C -0.435 0.014 -1.338
O -0.429 -0.954 -2.306
C 0.687 0.312 -0.554
S 1.998 -1.014 -0.669
N 2.355 -1.050 0.965
N 1.511 -1.852 1.796
C 1.790 -1.352 2.980
Cl 1.200 -2.007 4.450
N 2.448 -0.151 2.930
C 2.704 0.178 1.619
O 1.831 1.401 1.239
C 0.914 1.389 0.339
N 0.156 2.445 0.316
H -2.378 -1.743 -1.256
H -4.084 -1.287 -1.939
H -2.779 -1.443 -3.009
H -3.562 0.795 -1.156
H -2.986 0.796 -2.819
H 0.384 -1.507 -2.321
H 2.368 0.548 3.682
H 3.617 0.665 1.544
H -0.449 2.774 -0.428
H 0.503 3.089 0.964
```

HOMO level   -12.41 eV
Total charge   +1
Frontier orbital gap   9.081 eV

***

Record 7
DFT (the ωB97M-V functional and the def2-TZVPD basis) results for a cluster of 2 separate species, C2H6NOS in total at a distorted geometry.

XYZ file:
```
11
Properties=species:S:1:pos:R:3
S 2.140 -0.998 0.704
H 2.670 -1.679 1.726
C -0.124 1.369 -0.825
C -1.291 0.498 -0.329
N -0.923 -0.612 0.330
O -2.441 0.760 -0.680
H 0.050 1.009 -1.840
H 0.753 1.180 -0.208
H -0.443 2.409 -0.793
H 0.087 -0.896 0.532
H -1.679 -1.205 0.596
```

HOMO level   -3.34 eV
Total charge   -1
Frontier orbital gap   7.489 eV

***

Record 8
DFT (the ωB97M-V functional and the def2-TZVPD basis) results for a cluster of 2 separate species, C5H10N2 in total at a distorted geometry.

XYZ file:
```
17
Properties=species:S:1:pos:R:3
C 1.625 -0.155 0.629
C -1.264 -0.541 0.935
N 0.660 0.553 -0.181
C 0.473 -0.385 -2.193
C -0.712 0.618 0.159
C -1.431 1.716 -0.083
N 0.749 -1.527 -2.209
H 0.996 1.435 -0.541
H 0.987 -2.446 -1.889
H 1.340 -1.204 0.719
H 1.718 0.267 1.637
H 2.594 -0.113 0.134
H -1.142 -1.468 0.375
H -0.758 -0.657 1.894
H -2.320 -0.384 1.132
H -1.035 2.539 -0.657
H -2.481 1.752 0.139
```

HOMO level   -7.72 eV
Frontier orbital gap   8.639 eV

***

Record 9
DFT (the ωB97M-V functional and the def2-TZVPD basis) results for the ion C3H8NO with charge +1 at a distorted geometry.

XYZ file:
```
13
Properties=species:S:1:pos:R:3
C -0.101 1.132 0.017
C 0.933 -1.037 0.016
C -1.105 0.022 0.494
N 0.989 0.327 -0.557
O -1.961 -0.433 -0.401
H -0.585 1.931 -0.595
H 0.278 1.615 0.926
H 1.436 -1.270 0.943
H 0.528 -1.943 -0.525
H -1.129 -0.099 1.566
H 1.060 0.187 -1.563
H 1.856 0.812 -0.257
H -2.199 -1.244 -0.064
```

HOMO level (spin up / spin down)   -13.23 / -12.66 eV
Total charge   +1
Frontier orbital gap (spin up / spin down)   8.906 / 8.001 eV

***

Record 10
DFT (the ωB97M-V functional and the def2-TZVPD basis) results for a cluster of 3 separate species, C5H14NO in total at a distorted geometry.

XYZ file:
```
21
Properties=species:S:1:pos:R:3
C 1.345 -1.363 0.991
C 1.135 -0.395 -0.148
C 0.527 0.958 -0.308
C -0.886 0.758 -0.979
C -2.067 1.303 -0.305
O -1.581 0.080 1.927
N 1.688 -1.021 -1.379
H 2.416 -1.534 1.070
H 0.774 -2.280 0.888
H 1.150 -0.805 1.936
H -0.793 -0.283 1.518
H 1.271 1.661 -0.697
H 0.313 1.253 0.757
H -1.012 -0.429 -0.777
H -0.722 0.915 -2.047
H -2.155 2.393 -0.308
H -2.914 0.751 -0.708
H -1.890 0.628 1.061
H -0.953 -1.417 -0.884
H 2.083 -0.222 -1.891
H 2.524 -1.270 -0.839
```

HOMO level   -12.53 eV
Total charge   +1
Frontier orbital gap   6.080 eV

***

Record 11
DFT (the ωB97M-V functional and the def2-TZVPD basis) results for a structure of composition C16H27N4OPdS2 at a distorted geometry.

XYZ file:
```
51
Properties=species:S:1:pos:R:3
Pd 0.048 0.247 -0.160
C 5.260 2.564 -1.760
C 4.610 1.555 -2.693
N 3.887 0.508 -1.975
C 2.678 0.670 -1.443
S 2.045 -0.702 -0.528
N 2.055 1.810 -1.626
N 0.834 1.844 -1.044
C 0.084 2.884 -1.178
C 0.518 4.078 -1.958
C -1.215 2.818 -0.484
C -2.106 3.879 -0.492
C -3.263 3.805 0.268
C -3.486 2.681 1.040
C -2.567 1.647 0.977
N -1.480 1.685 0.213
H 5.816 3.302 -2.338
H 5.955 2.072 -1.079
H 4.505 3.084 -1.171
H 5.358 1.055 -3.306
H 3.905 2.046 -3.364
H 4.335 -0.382 -1.833
H 1.601 4.092 -2.027
H 0.174 5.001 -1.498
H 0.116 4.028 -2.974
H -1.893 4.759 -1.079
H -3.968 4.625 0.269
H -4.353 2.591 1.677
H -2.708 0.755 1.567
C -4.302 -3.023 2.391
C -2.941 -3.122 1.710
C -2.350 -1.734 1.491
S -0.819 -1.798 0.552
O -1.076 -2.600 -0.649
C 0.259 -2.697 1.714
C 0.502 -4.138 1.267
C 1.563 -4.261 0.182
H -4.726 -4.014 2.541
H -5.004 -2.449 1.783
H -4.225 -2.541 3.367
H -3.031 -3.620 0.744
H -2.265 -3.725 2.320
H -2.136 -1.223 2.434
H -3.025 -1.121 0.891
H -0.231 -2.645 2.687
H 1.188 -2.129 1.769
H -0.435 -4.580 0.925
H 0.806 -4.693 2.156
H 1.261 -3.741 -0.726
H 1.727 -5.308 -0.069
H 2.514 -3.844 0.519
```

HOMO level   -11.31 eV
Total charge   +1
Frontier orbital gap   7.573 eV

***

Record 12
DFT (the ωB97M-V functional and the def2-TZVPD basis) results for a cluster of 5 separate species, CH10O5 in total at a distorted geometry.

XYZ file:
```
16
Properties=species:S:1:pos:R:3
O 2.149 1.397 -0.198
C 2.754 0.417 0.104
H 3.116 0.262 1.142
H 3.060 -0.333 -0.659
H -0.495 1.776 -1.075
H -1.957 2.187 -1.287
O -1.372 1.418 -1.249
H -2.113 0.031 1.601
H -2.458 0.585 0.236
O -2.872 0.260 1.048
H 1.509 -1.772 1.652
H 0.566 -1.366 0.490
O 1.484 -1.271 0.827
H -1.533 -1.563 -0.342
H -1.116 -0.726 -1.480
O -0.722 -1.301 -0.809
```

2S+1   2
HOMO level (spin up / spin down)   -14.24 / -14.24 eV
Total charge   +1
⟨S²⟩   0.757
Frontier orbital gap (spin up / spin down)   8.437 / 4.296 eV

***

Record 13
DFT (the ωB97M-V functional and the def2-TZVPD basis) results for a structure of composition C5H11BeO4 at a distorted geometry.

XYZ file:
```
21
Properties=species:S:1:pos:R:3
O -1.797 -0.248 1.987
C -1.156 0.922 2.349
C -0.850 1.759 1.106
O -0.173 0.869 0.219
C 0.145 1.248 -1.106
C 0.908 0.078 -1.682
O 0.169 -1.126 -1.438
C 0.857 -2.292 -1.065
Be -0.775 -0.821 0.336
H -1.755 1.549 3.035
H -0.208 2.623 1.335
H -1.773 2.090 0.602
H 0.773 2.150 -1.126
H -0.784 1.450 -1.661
H 1.882 0.005 -1.177
H 1.063 0.208 -2.760
H 0.474 -3.157 -1.620
H 1.937 -2.175 -1.223
O 0.590 -2.421 0.376
H 0.622 -3.333 0.684
H -0.148 0.622 2.831
```

HOMO level   -12.42 eV
Total charge   +1
Frontier orbital gap   8.604 eV

***

Record 14
DFT (the ωB97M-V functional and the def2-TZVPD basis) results for an isolated molecule of C7H6O at a distorted geometry.

XYZ file:
```
14
Properties=species:S:1:pos:R:3
C 1.956 -0.269 -0.179
C 1.308 0.936 -0.128
C -0.122 0.607 0.324
C -1.479 0.970 -0.205
C -2.160 -0.194 -0.169
O -1.394 -1.337 -0.035
C -0.165 -0.873 0.113
C 1.008 -1.419 0.003
H 3.060 -0.413 -0.364
H 1.686 1.963 -0.249
H -0.085 0.940 1.397
H -1.733 1.990 -0.252
H -3.208 -0.443 -0.176
H 1.327 -2.455 -0.080
```

HOMO level   -8.01 eV
Frontier orbital gap   8.892 eV

***

Record 15
DFT (the ωB97M-V functional and the def2-TZVPD basis) results for a cluster of 2 separate species, C4H9NO in total at a distorted geometry.

XYZ file:
```
15
Properties=species:S:1:pos:R:3
C 1.999 -0.794 -0.637
C 0.732 -1.188 -0.735
N -0.251 -0.725 -1.651
H 2.323 0.147 -1.060
H 2.741 -1.483 -0.263
H 0.360 -2.066 -0.207
H -0.865 -1.477 -1.914
H 0.240 -0.329 -2.439
C -1.432 0.282 1.203
C -1.073 1.530 0.944
O 0.024 2.157 1.493
H -2.273 -0.180 0.708
H -1.097 -0.209 2.106
H -1.348 2.019 0.014
H -0.081 2.313 2.437
```

HOMO level   -8.25 eV
Frontier orbital gap   9.322 eV

***

Record 16
DFT (the ωB97M-V functional and the def2-TZVPD basis) results for a cluster of 2 separate species, C4H11NO2 in total at a distorted geometry.

XYZ file:
```
18
Properties=species:S:1:pos:R:3
C 2.186 -1.513 0.177
C 1.568 -0.537 1.131
C 0.437 0.219 0.594
O -0.692 0.208 1.130
N 0.756 0.871 -0.591
C -0.191 1.532 -1.423
H 2.890 -2.160 0.781
H 1.427 -2.215 -0.228
H 2.872 -1.032 -0.628
H 2.280 0.175 1.543
H 1.200 -1.015 2.036
H 1.641 1.428 -0.444
H 0.024 1.165 -2.437
H 0.014 2.657 -1.302
H -1.189 1.318 -1.176
O -3.559 -0.693 -0.648
H -3.739 0.165 -0.458
H -2.705 -0.908 -0.280
```

HOMO level   -9.76 eV
Frontier orbital gap   10.393 eV